1.
13
Properties=species:S:1:pos:R:3:forces:R:3:mulliken_charge:R:1 method="wB97M-V/def2-TZVPD" homo_energy_ev="-8.85 / -8.83" e_above_lowest_kcal_mol=114.8 max_force_ev_per_a=0.51 energy_ev=-6783.5359 lumo_ev="-0.4330 / -0.4335" orbital_gap_ev="8.416 / 8.400"
C -1.121 -0.503 -0.167 -0.02 -0.05 0.02 -0.5624
C -0.401 -0.644 1.165 0.06 0.13 0.25 -0.0844
C 1.068 -1.027 -0.903 0.15 0.38 -0.30 -0.4345
C 0.087 0.132 -0.878 0.07 -0.10 -0.03 -0.1049
C 0.522 1.132 0.193 0.15 0.06 -0.04 -0.6009
N 0.492 0.246 1.387 -0.40 -0.18 0.02 -0.4975
H -1.974 0.186 -0.052 0.19 -0.11 -0.08 0.2857
H -1.459 -1.434 -0.622 0.11 0.07 0.14 0.3186
H -0.583 -1.440 1.885 -0.10 0.20 0.04 0.3801
H 2.028 -0.645 -0.489 -0.14 -0.11 -0.20 0.2193
H -0.086 0.492 -1.902 -0.03 -0.02 0.17 0.4353
H -0.167 1.975 0.358 0.09 -0.14 -0.08 0.3275
H 1.526 1.535 0.028 -0.12 -0.12 0.11 0.3181

***

2.
51
Properties=species:S:1:pos:R:3:forces:R:3:mulliken_charge:R:1 method="wB97M-V/def2-TZVPD" homo_energy_ev=-14.23 max_force_ev_per_a=2.62 energy_ev=-39485.4595 total_charge=+2 lumo_ev=-5.0157 orbital_gap_ev=9.213
Tl 0.182 -2.383 -2.375 -0.17 0.32 -0.51 0.8138
C 3.712 -4.470 -2.961 0.33 -0.34 0.38 -1.5144
C 2.543 -4.377 -2.013 -0.11 -0.33 -1.28 0.9722
C 1.496 -5.258 -2.251 -2.23 -1.23 0.61 -0.4610
C 0.370 -5.302 -1.376 1.32 0.70 0.28 -0.6053
C 0.340 -4.438 -0.248 -0.74 -0.78 -1.07 -0.3922
C 1.357 -3.528 -0.065 0.29 0.08 -0.05 -0.7101
C 2.425 -3.486 -0.963 0.09 -0.79 0.70 -0.4426
H 4.434 -5.195 -2.569 -0.24 -0.25 -0.19 0.3409
H 4.309 -3.587 -3.049 0.12 0.92 0.06 0.3439
H 3.409 -4.754 -3.970 -0.02 -0.15 0.23 0.3741
H 1.485 -6.010 -3.075 0.33 0.91 0.61 0.3658
H -0.431 -5.998 -1.569 -0.04 -0.03 0.04 0.4244
H -0.511 -4.401 0.424 0.06 -0.34 -0.07 0.3483
H 1.294 -2.849 0.773 0.26 0.08 0.05 0.4240
H 3.269 -2.907 -0.728 0.82 1.08 0.16 0.6424
C 5.042 1.309 -2.428 0.41 0.23 0.08 -0.8365
N 3.646 0.902 -2.425 -1.06 -0.61 -0.09 0.0998
C 2.523 1.684 -2.102 1.24 -0.27 -1.18 -0.3032
C 1.460 0.827 -2.054 1.28 0.24 0.61 -0.5073
N 1.954 -0.454 -2.208 -2.18 -0.56 -0.22 -0.2028
C 3.217 -0.391 -2.477 0.37 1.73 0.66 -0.2212
H 5.386 1.146 -1.380 0.37 0.43 -1.03 0.3359
H 5.099 2.352 -2.765 0.01 -0.15 0.56 0.3051
H 5.655 0.771 -3.187 -0.63 -0.08 0.78 0.3151
H 2.642 2.762 -2.136 -0.28 -0.26 0.28 0.3849
H 0.445 1.081 -1.795 -0.05 -0.28 -0.18 0.3266
H 3.844 -1.242 -2.572 0.56 -0.33 -0.30 0.3612
C -3.584 4.053 2.059 1.20 0.80 -1.30 -0.7607
N -2.430 3.579 2.969 -1.60 -0.40 -0.31 -0.0117
C -3.031 2.570 3.973 1.49 -0.81 -0.58 -0.8066
N -3.668 1.498 3.285 -0.08 -0.13 0.26 0.1653
C -4.741 2.042 2.479 0.34 -0.15 -2.12 -0.8360
N -4.198 2.964 1.433 -0.08 -0.26 0.19 0.0815
C -3.312 2.329 0.403 -0.98 -0.28 1.13 -0.6988
P -1.820 1.496 1.157 -0.23 0.76 -0.20 0.2546
C -1.326 2.988 2.177 0.57 -0.04 0.26 -0.6887
C -2.734 0.637 2.517 1.32 1.64 1.55 -0.8303
H -3.138 4.736 1.283 -0.32 -0.49 0.89 0.3478
H -4.247 4.608 2.695 -0.47 0.24 0.32 0.3862
H -2.199 4.347 3.567 0.98 0.89 0.11 0.3102
H -3.695 3.139 4.605 -0.32 -0.01 0.16 0.3746
H -2.122 2.248 4.517 -0.74 -0.14 0.11 0.4027
H -5.470 2.585 3.062 -0.04 0.18 0.36 0.3279
H -5.279 1.287 1.902 0.14 -0.32 0.47 0.3472
H -3.071 3.092 -0.343 0.02 -0.32 -0.02 0.4374
H -3.918 1.523 -0.017 0.10 0.18 -0.48 0.4230
H -0.885 3.767 1.545 -0.10 -0.15 0.10 0.4361
H -0.579 2.660 2.898 0.26 0.06 -0.03 0.4545
H -1.952 0.276 3.218 -0.41 0.15 -0.22 0.4221
H -3.196 -0.226 2.160 -1.13 -1.33 -0.62 0.4797

***

3.
83
Properties=species:S:1:pos:R:3:forces:R:3:mulliken_spin:R:1 method="wB97M-V/def2-TZVPD" homo_energy_ev="-7.77 / -9.15" e_above_lowest_kcal_mol=144.9 spin_multiplicity=3 max_force_ev_per_a=0.87 energy_ev=-86724.0742 total_charge=+1 lumo_ev="-2.4455 / -2.5949" s_squared=2.027 orbital_gap_ev="5.326 / 6.560"
Ti -0.149 0.485 -0.490 -0.07 -0.07 -0.86 1.0713
C 3.501 -2.604 -0.335 0.00 -0.01 0.03 0.0135
C 2.499 -1.506 -0.263 0.05 0.02 -0.11 -0.0293
N 1.058 -1.980 -0.315 -0.17 -0.13 0.08 0.0262
C 0.583 -3.400 -0.026 0.02 0.01 0.01 0.0028
C -0.940 -3.545 -0.350 0.03 0.06 -0.02 -0.0021
N -1.856 -2.651 0.326 0.02 -0.05 0.04 0.0063
C -3.073 -2.088 -0.186 -0.02 0.06 -0.01 -0.0066
C -3.110 -0.686 -0.873 0.06 -0.02 -0.05 0.0181
N -2.367 0.508 -0.352 0.25 0.04 0.11 0.0115
C -2.606 1.031 1.011 0.02 0.07 0.13 0.0137
C -1.709 2.261 1.315 0.11 -0.03 0.13 0.0236
N -0.336 1.992 0.910 -0.21 -0.11 -0.14 -0.0778
C 0.738 2.637 1.172 0.32 -0.05 0.11 0.0225
C 0.768 3.864 2.023 -0.06 -0.02 -0.01 -0.0012
C 1.993 1.993 0.655 -0.22 0.09 0.06 0.0226
C 3.244 2.419 0.941 0.11 -0.14 0.00 0.0297
C 4.328 1.587 0.489 -0.02 0.10 0.04 -0.0056
C 4.106 0.358 -0.015 0.00 -0.11 -0.03 0.0176
C 2.745 -0.163 -0.140 0.05 0.08 0.09 0.0347
N 1.769 0.839 -0.070 -0.09 0.06 0.09 -0.0476
H 3.474 -3.123 -1.296 -0.01 0.00 0.01 -0.0032
H 3.318 -3.331 0.461 0.01 -0.01 0.00 -0.0006
H 4.505 -2.224 -0.176 0.00 0.00 -0.02 0.0008
H 0.816 -3.610 1.010 0.01 0.04 -0.07 -0.0012
H 1.134 -4.082 -0.664 0.00 0.00 -0.01 -0.0021
H -1.143 -4.600 -0.117 0.00 0.00 -0.01 -0.0017
H -1.075 -3.445 -1.427 -0.02 0.00 -0.01 -0.0011
H -1.866 -2.765 1.321 -0.04 -0.05 0.00 0.0046
H -3.786 -2.068 0.642 0.04 0.03 0.02 -0.0001
H -3.534 -2.734 -0.945 -0.04 0.00 0.01 -0.0001
H -4.174 -0.435 -0.942 0.00 -0.02 -0.01 0.0009
H -2.740 -0.794 -1.895 0.01 0.00 0.00 0.0016
H -2.586 1.255 -1.009 -0.04 0.00 0.00 0.0060
H -2.365 0.231 1.707 0.04 -0.03 0.03 -0.0025
H -3.651 1.317 1.168 -0.02 -0.05 -0.02 0.0020
H -1.761 2.460 2.389 -0.06 0.04 -0.01 -0.0029
H -2.088 3.149 0.798 0.00 -0.02 -0.04 -0.0083
H 0.597 3.575 3.063 0.02 0.01 0.01 0.0040
H -0.030 4.549 1.732 0.00 0.00 0.01 0.0014
H 1.716 4.388 1.966 0.00 0.01 -0.01 0.0007
H 3.442 3.313 1.511 -0.01 0.00 0.01 0.0017
H 5.345 1.941 0.600 0.00 -0.01 0.00 0.0000
H 4.944 -0.258 -0.304 0.00 0.01 0.00 -0.0004
N -3.228 -4.809 4.988 0.01 0.01 0.00 0.0003
C -2.306 -3.989 4.386 -0.01 -0.01 0.01 0.0006
C -1.095 -4.503 3.907 0.01 0.00 -0.01 -0.0007
C -0.193 -3.687 3.255 0.00 -0.02 -0.01 0.0002
C -0.481 -2.342 3.043 -0.01 0.02 0.03 0.0068
C -1.657 -1.812 3.567 0.02 -0.01 -0.01 -0.0021
C -2.565 -2.622 4.219 0.00 0.00 -0.01 -0.0007
S 0.670 -1.291 2.205 -0.03 0.10 0.20 0.0272
O 1.947 -1.926 2.379 0.03 0.00 -0.05 0.0006
O 0.403 0.023 2.731 0.03 -0.02 0.01 0.0011
N 0.294 -1.151 0.610 -0.13 0.09 -0.30 -0.0651
C 0.718 -1.819 -1.801 0.25 0.13 0.20 0.1121
N 0.069 -0.693 -2.120 -0.12 -0.03 0.24 0.0733
C -0.182 -0.556 -3.496 0.03 -0.02 0.06 0.3986
C 0.261 -1.514 -4.374 0.01 -0.01 -0.03 -0.1587
C 0.950 -2.618 -3.898 0.00 0.00 0.06 0.4105
N 1.170 -2.757 -2.537 -0.05 -0.01 -0.09 -0.0275
H -2.912 -5.704 5.322 0.00 0.00 0.00 0.0000
H -3.939 -4.380 5.555 0.00 0.00 0.00 0.0000
H -0.858 -5.548 4.066 0.00 0.00 0.00 0.0000
H 0.758 -4.091 2.934 -0.01 0.00 0.05 0.0000
H -1.840 -0.750 3.493 0.00 0.03 -0.02 0.0004
H -3.473 -2.196 4.627 0.00 0.00 0.00 0.0000
H -0.701 0.339 -3.799 -0.01 0.00 0.00 0.0434
H 0.077 -1.398 -5.433 0.00 0.00 0.00 -0.0066
H 1.333 -3.402 -4.532 0.00 0.00 -0.01 0.0187
N -0.281 2.253 -1.968 -0.15 -0.02 0.13 -0.0164
C -0.055 3.272 -2.446 0.06 0.05 -0.01 0.0359
C 0.279 4.546 -3.010 0.02 -0.08 -0.01 -0.0011
C -0.727 5.414 -3.429 -0.03 0.01 0.00 0.0032
C -0.376 6.642 -3.961 0.01 0.00 -0.01 -0.0010
C 0.964 6.993 -4.071 0.00 -0.01 0.00 0.0024
C 1.962 6.123 -3.653 -0.01 0.01 -0.01 -0.0014
C 1.626 4.891 -3.120 0.02 -0.01 0.00 0.0028
H -1.766 5.125 -3.341 0.00 0.00 0.00 0.0000
H -1.146 7.324 -4.292 0.00 0.00 0.00 0.0000
H 1.232 7.954 -4.489 0.00 0.00 0.00 0.0001
H 3.002 6.403 -3.745 0.00 0.00 0.00 0.0000
H 2.389 4.198 -2.790 0.00 0.00 0.00 -0.0001